Entry 1:
# C18H19OS4SiSn

A molecular structure, C18H19OS4SiSn (wB97M-V/def2-TZVPD, the Open Molecules 2025 dataset).

As for the spin multiplicity: 2. As for the energy above the lowest of the compared OMol25 structures with the same formula, charge and spin: 0.000 eV. The HOMO-LUMO gap (spin up / spin down) is 7.80 / 5.99 eV. The calculation puts the total energy at -78072.2249 eV. Its expectation value of S² is 0.7553.

Each line ends with the Löwdin spin population.
Atoms and positions in Å:
Sn  0.818  2.933  2.100  0.0235
S  1.299  6.425  -1.041  0.7508
C  1.084  5.028  -0.113  0.0333
S  2.510  4.211  0.236  0.1328
S  -0.449  4.599  0.474  0.0436
S  -3.450  2.584  2.606  0.0005
C  -1.953  2.494  2.409  0.0081
C  3.037  -0.020  -0.832  0.0002
C  1.589  -0.092  -1.330  0.0002
C  1.366  -1.352  -2.174  0.0001
C  1.324  1.139  -2.211  0.0001
Si  0.384  -0.016  0.123  0.0003
O  0.594  1.386  0.910  0.0054
C  -1.388  -0.025  -0.514  0.0002
C  -2.159  -1.187  -0.577  0.0000
C  -3.461  -1.163  -1.060  0.0000
C  -4.017  0.033  -1.493  0.0000
C  -3.267  1.200  -1.442  0.0000
C  -1.968  1.168  -0.955  0.0001
C  0.525  -1.441  1.346  -0.0001
C  1.422  -2.507  1.272  0.0000
C  1.445  -3.502  2.243  0.0000
C  0.567  -3.448  3.314  0.0000
C  -0.335  -2.396  3.411  0.0000
C  -0.352  -1.410  2.436  0.0000
H  3.725  -0.002  -1.685  0.0000
H  3.310  -0.871  -0.205  0.0000
H  3.206  0.891  -0.253  0.0004
H  2.032  -1.339  -3.045  0.0000
H  0.340  -1.403  -2.545  0.0000
H  1.565  -2.271  -1.621  0.0000
H  2.029  1.149  -3.049  0.0000
H  1.456  2.068  -1.651  0.0003
H  0.314  1.129  -2.627  0.0000
H  -1.741  -2.127  -0.232  0.0000
H  -4.042  -2.076  -1.097  0.0000
H  -5.031  0.054  -1.873  0.0000
H  -3.694  2.135  -1.785  0.0000
H  -1.391  2.087  -0.915  0.0001
H  2.120  -2.576  0.448  0.0000
H  2.150  -4.319  2.161  0.0000
H  0.583  -4.222  4.071  0.0000
H  -1.025  -2.348  4.244  0.0000
H  -1.068  -0.598  2.520  0.0000

---

Entry 2:
# C6H12

A molecular structure, C6H12 (wB97M-V/def2-TZVPD, the Open Molecules 2025 dataset).

As for the energy above the lowest of the compared OMol25 structures with the same formula, charge and spin: 6.499 eV. The HOMO-LUMO gap is 7.74 eV. The calculation puts the total energy at -6410.4422 eV.

Each line ends with the natural charge from an NBO analysis.
Atoms and positions in Å:
C  1.637  1.471  -0.422  -0.8733
C  0.462  -0.288  -0.390  -0.0123
C  -0.160  -0.137  -1.750  -0.6446
C  -0.342  -0.206  0.782  -0.4354
C  -1.763  -0.484  1.051  -0.4032
C  -0.652  -1.148  1.869  -0.3949
H  2.121  1.785  0.512  0.2206
H  2.396  1.077  -1.102  0.2161
H  1.097  2.304  -0.883  0.2087
H  1.363  -0.901  -0.339  0.2213
H  -0.667  -1.084  -1.977  0.2339
H  -0.921  0.648  -1.736  0.2292
H  0.571  0.071  -2.534  0.2203
H  0.605  0.822  0.369  0.4299
H  -2.382  0.271  1.538  0.2024
H  -2.330  -1.140  0.387  0.1899
H  -0.513  -2.220  1.718  0.1898
H  -0.523  -0.839  2.907  0.2016

---

Question: Number 2 is which compound?
Answer: C6H12